# C6H8O2

A molecular structure, C6H8O2 in a non-equilibrium geometry (the ωB97M-V functional and the def2-TZVPD basis, the Open Molecules 2025 dataset).

Results
Max |F|: 1.10 eV/A
Net charge: 0
Frontier orbital gap (alpha / beta): 0.277 / 0.266 Eh
2S+1: 1

Last column: natural (NBO) charge in e.
Element x y z (Å)
1 O 1.751 2.149 -0.019  -0.55
2 O 1.884 -0.290 -1.773  -0.63
3 C 1.194 -0.132 -0.617  0.21
4 C -0.307 -1.851 0.698  -0.62
5 C 1.027 1.166 0.016  0.43
6 C -1.541 1.512 0.162  -0.34
7 C -0.050 -0.787 -0.339  -0.17
8 C -0.353 0.924 0.570  -0.32
9 H 2.421 0.514 -1.895  0.50
10 H -1.602 2.123 -0.730  0.19
11 H -2.459 1.320 0.703  0.19
12 H -1.380 -1.932 0.891  0.22
13 H 0.027 -2.826 0.334  0.22
14 H -0.577 -1.018 -1.275  0.21
15 H -0.251 0.752 1.648  0.24
16 H 0.218 -1.624 1.628  0.21

***

# C3H3N2S

A gas-phase ion, C3H3N2S (charge -1) in a non-equilibrium geometry (the ωB97M-V functional and the def2-TZVPD basis, the Open Molecules 2025 dataset).

Results
Max |F|: 2.83 eV/A
Structure (SMILES): [S-]/N=C/[C@H]1C=N1
Net charge: -1
Frontier orbital gap: 0.253 Eh
2S+1: 1

Last column: natural (NBO) charge in e.
Element x y z (Å)
1 S -2.346 -0.150 -1.988  -0.34
2 N 2.087 0.107 0.333  -0.36
3 N -1.085 -0.441 -0.960  -0.55
4 C -0.667 0.569 -0.211  -0.10
5 C 0.354 0.198 0.744  -0.16
6 C 1.265 -0.816 0.453  0.02
7 H 1.172 -1.786 0.103  0.17
8 H 0.179 0.610 1.772  0.18
9 H -0.958 1.709 -0.244  0.15

***

# C24H24BF6IrN4O2Sb

A molecular structure, C24H24BF6IrN4O2Sb in a non-equilibrium geometry (the ωB97M-V functional and the def2-TZVPD basis, the Open Molecules 2025 dataset).

Results
Max |F|: 2.78 eV/A
Net charge: +1
Frontier orbital gap (alpha / beta): 0.233 / 0.211 Eh
2S+1: 5
⟨S²⟩: 6.05

Last column: Löwdin spin population.
Element x y z (Å)
1 Ir -0.264 -0.110 0.705  1.45
2 Sb 1.501 0.719 -2.875  0.30
3 F 1.839 -1.291 -2.962  0.20
4 F 0.102 1.599 -0.699  0.30
5 F 3.997 1.986 -1.198  0.00
6 F 3.375 0.693 -3.353  0.05
7 F 0.748 0.526 -4.612  0.07
8 F 1.798 2.673 -3.191  0.17
9 O 2.884 1.445 2.895  0.03
10 O -3.947 0.113 2.402  0.07
11 N 1.719 0.388 1.217  0.06
12 N -0.306 -1.118 -1.000  0.07
13 N -2.263 -0.214 0.871  0.16
14 N -0.482 0.623 2.516  0.01
15 C 3.057 1.825 -0.041  0.03
16 C 5.710 0.469 -0.626  0.00
17 C -3.361 0.213 -1.264  0.00
18 C 2.872 -1.986 0.158  0.00
19 C -3.823 -0.326 -2.428  0.17
20 C -0.819 1.363 5.119  0.01
21 C -4.046 -2.518 -1.338  0.17
22 C 3.514 -0.655 -0.119  0.00
23 C 5.398 1.718 -0.888  0.00
24 C 4.809 -0.650 -0.501  0.00
25 C -1.706 0.611 3.043  0.01
26 C -0.627 -1.682 -1.953  0.04
27 C -1.918 0.987 4.355  0.00
28 C -3.655 -2.771 1.121  -0.01
29 C 2.784 0.557 0.309  0.02
30 C 0.579 0.985 3.231  0.01
31 C -3.107 -0.657 -0.168  0.25
32 C -3.112 1.685 -1.113  -0.01
33 C 1.857 0.978 2.452  0.01
34 C 2.576 3.135 0.414  0.00
35 C -3.617 -1.990 -0.159  0.00
36 C -3.904 -1.770 -2.580  0.05
37 C 0.450 1.366 4.553  0.00
38 C -2.780 0.152 2.100  0.03
39 B -1.075 -2.429 -3.213  0.15
40 H 1.798 -1.959 0.011  0.01
41 H 3.067 -2.275 1.193  0.00
42 H -2.773 -2.086 -3.002  0.05
43 H -3.413 2.031 -0.124  0.00
44 H -0.884 -1.851 -4.228  0.01
45 H 1.333 1.650 5.108  0.00
46 H -4.092 -3.754 0.961  0.00
47 H -3.664 2.248 -1.863  0.00
48 H -2.646 -2.898 1.523  0.00
49 H 2.863 3.308 1.452  0.00
50 H -2.926 0.976 4.744  0.00
51 H -4.408 -3.536 -1.382  0.01
52 H -2.049 1.899 -1.240  0.00
53 H 5.276 -1.614 -0.655  0.00
54 H -4.023 0.309 -3.281  0.01
55 H -0.955 1.648 6.154  0.00
56 H 1.487 3.174 0.339  0.00
57 H -0.996 -3.608 -3.161  0.01
58 H 6.766 0.271 -0.483  0.00
59 H 3.286 -2.750 -0.495  0.00
60 H 2.976 3.931 -0.213  0.00
61 H -4.248 -2.246 1.868  0.00
62 H -4.521 -2.120 -3.403  0.00
63 H 5.989 2.608 -1.005  0.00

***

# C25H57N10O7

7 unconnected molecules or ions with the total composition C25H57N10O7 in a non-equilibrium geometry (the ωB97M-V functional and the def2-TZVPD basis, the Open Molecules 2025 dataset).

Results
Max |F|: 7.96 eV/A
Net charge: +1
Frontier orbital gap: 0.223 Eh
2S+1: 1

Last column: Mulliken charge in e.
Element x y z (Å)
1 O -3.329 1.583 2.446  -0.63
2 O 2.360 4.882 -4.267  -0.61
3 O 0.705 -2.127 4.079  -0.39
4 O 4.625 -1.984 3.977  -0.90
5 O -3.930 3.901 -5.224  -0.62
6 O 0.417 -1.715 -0.739  -0.44
7 O -4.964 -2.276 -1.352  -0.61
8 N 2.855 -1.641 -0.024  0.43
9 N 0.333 4.082 -5.051  0.15
10 N -1.589 1.882 3.943  0.14
11 N -3.446 -0.847 -2.356  0.18
12 N 4.109 -3.750 5.382  0.17
13 N 3.925 0.469 2.590  0.06
14 N -5.956 3.102 -6.007  0.13
15 N 6.458 0.870 2.288  -0.38
16 N 5.024 1.473 0.374  -0.38
17 N -1.321 -2.927 3.296  0.30
18 C -7.286 2.620 -5.693  -0.96
19 C 4.511 0.248 -0.405  -0.69
20 C 1.706 -2.013 -0.931  0.12
21 C -0.916 -2.847 1.908  -0.92
22 C -0.996 3.600 -4.737  -0.93
23 C 4.554 -3.050 6.569  -0.99
24 C 2.896 -2.439 1.254  -0.95
25 C -2.340 1.166 3.035  0.14
26 C 2.126 -2.826 -2.330  -0.94
27 C 3.588 -5.095 5.518  -0.99
28 C 3.014 -0.158 0.173  -0.03
29 C 2.687 0.411 1.670  -0.28
30 C -2.061 -0.466 -2.541  -0.41
31 C -2.650 -3.409 3.609  -0.93
32 C 5.150 0.926 1.811  0.33
33 C 0.739 4.162 -6.439  -0.95
34 C -0.429 1.317 4.600  -0.55
35 C 1.224 4.466 -4.071  0.08
36 C -5.066 3.486 -5.028  0.03
37 C -3.815 -1.903 -1.551  0.20
38 C -1.972 3.244 4.252  -0.98
39 C -5.551 3.182 -7.395  -0.96
40 C 4.195 -3.117 4.161  0.35
41 C -0.430 -2.543 4.275  -0.19
42 C -4.475 -0.091 -3.039  -1.03
43 H 6.002 1.633 -0.014  0.37
44 H -1.929 0.566 -2.205  0.31
45 H -2.822 -3.417 4.689  0.29
46 H 3.831 -3.736 3.326  0.13
47 H -5.041 -0.766 -3.688  0.31
48 H -1.962 0.143 2.874  0.23
49 H 2.731 -3.791 -2.045  0.30
50 H -0.593 1.330 5.681  0.36
51 H -1.731 4.255 -5.212  0.47
52 H 2.240 0.370 -0.565  0.36
53 H 1.622 3.534 -6.588  0.30
54 H -0.838 -2.643 5.294  0.33
55 H 1.907 -2.267 1.901  0.46
56 H -0.656 -1.811 1.672  0.26
57 H 0.448 1.923 4.354  0.33
58 H -2.991 3.245 4.652  0.30
59 H 0.816 4.366 -3.052  0.31
60 H -1.812 -0.540 -3.604  0.32
61 H 4.078 -0.449 3.063  0.27
62 H -1.722 -3.183 1.250  0.34
63 H -1.955 3.836 3.331  0.31
64 H -4.668 2.554 -7.544  0.29
65 H -4.034 0.711 -3.636  0.36
66 H -1.393 -1.118 -1.971  -0.07
67 H 2.717 -5.072 6.180  0.36
68 H 0.999 5.198 -6.674  0.30
69 H -3.386 -2.753 3.134  0.34
70 H -0.032 -3.475 1.758  0.34
71 H 6.844 -0.081 2.477  0.25
72 H 2.849 -3.590 0.942  0.38
73 H 1.207 -3.039 -3.028  0.31
74 H 5.610 -2.788 6.453  0.29
75 H -1.168 3.591 -3.657  0.25
76 H 4.479 0.467 -1.568  0.32
77 H -2.759 -4.425 3.220  0.33
78 H -1.105 2.584 -5.126  0.29
79 H 3.876 -2.270 1.880  0.08
80 H -5.156 0.335 -2.296  0.32
81 H 1.755 -0.085 2.201  -0.05
82 H -7.458 2.611 -4.613  0.31
83 H -8.021 3.275 -6.169  0.37
84 H -1.288 3.682 4.983  0.39
85 H 2.903 -2.097 -2.869  0.27
86 H 3.290 -5.502 4.548  0.32
87 H -0.255 0.287 4.276  -0.11
88 H 2.380 1.557 1.529  0.37
89 H -6.357 2.846 -8.052  0.38
90 H 4.426 -3.675 7.457  0.41
91 H -7.395 1.603 -6.082  0.34
92 H 7.066 1.709 2.411  0.27
93 H 4.363 -5.733 5.953  0.38
94 H -0.067 3.826 -7.096  0.35
95 H -5.291 4.218 -7.630  0.30
96 H 3.972 -2.130 6.679  0.31
97 H -5.474 3.386 -4.009  0.38
98 H -2.956 -2.409 -1.080  0.16
99 H 5.228 -0.645 -0.122  0.28

***

# C37H40CuN6OTe

A molecular structure, C37H40CuN6OTe in a non-equilibrium geometry (the ωB97M-V functional and the def2-TZVPD basis, the Open Molecules 2025 dataset).

Results
Max |F|: 1.63 eV/A
Net charge: +1
Frontier orbital gap: 0.297 Eh
2S+1: 1

Last column: Mulliken charge in e.
Element x y z (Å)
1 Te 0.453 0.445 0.498  1.21
2 Cu -1.858 0.655 -0.954  0.17
3 O -2.398 1.532 0.719  -0.56
4 N -1.395 -2.673 -3.326  0.04
5 N 0.200 0.517 -2.418  0.51
6 N 0.993 -0.777 -4.018  0.02
7 N -2.754 2.135 -2.253  -0.37
8 N -0.735 0.666 2.059  -0.43
9 N -2.008 -1.103 -1.920  0.56
10 C -4.068 1.230 3.027  -0.56
11 C 5.759 0.459 4.105  -1.63
12 C -2.025 3.025 -3.075  0.47
13 C -1.892 1.230 1.843  -0.05
14 C -2.598 -3.046 -2.803  -0.77
15 C -1.908 -1.972 1.159  -1.61
16 C 2.136 0.412 1.824  -0.11
17 C 1.225 -1.482 3.219  -1.07
18 C -2.964 -2.062 -1.934  -0.57
19 C 1.495 -2.165 -0.548  0.54
20 C 4.288 1.358 2.299  -1.02
21 C -2.832 1.744 5.450  -0.68
22 C 3.473 -0.461 3.610  -1.01
23 C 2.702 -1.329 -0.843  -1.75
24 C 1.249 1.141 -3.006  -0.80
25 C 0.423 -4.336 -0.636  0.42
26 C -2.692 1.426 3.077  0.49
27 C 1.758 0.353 -4.001  -0.84
28 C 3.123 1.360 1.550  1.29
29 C 4.484 0.443 3.326  0.67
30 C -0.690 3.417 -5.034  -0.63
31 C 0.463 -5.784 -1.011  -1.83
32 C -1.394 2.550 -4.220  -0.18
33 C -4.198 1.515 5.400  -0.41
34 C 1.489 -3.500 -0.932  -0.90
35 C 0.050 -0.635 -3.048  -0.66
36 C -1.232 5.237 -3.578  -0.65
37 C 0.394 -1.648 0.134  1.64
38 C -0.621 4.765 -4.728  -0.61
39 C 2.957 2.375 0.455  -1.70
40 C -4.820 1.273 4.186  -0.65
41 C -0.698 -2.467 0.431  0.50
42 C -2.074 1.695 4.295  -0.20
43 C -1.064 -1.484 -2.767  0.38
44 C -0.661 -3.801 0.045  -0.81
45 C 2.295 -0.495 2.872  0.92
46 C -1.924 4.371 -2.749  -0.52
47 H -2.362 -1.132 0.629  0.12
48 H -3.843 -1.985 -1.328  0.58
49 H -3.296 2.625 -1.548  0.32
50 H 6.598 0.173 3.472  0.33
51 H 0.251 -0.999 3.143  0.01
52 H 3.607 -1.168 4.419  0.40
53 H 1.193 -5.965 -1.796  0.42
54 H -2.410 4.739 -1.855  0.36
55 H 3.312 -1.221 0.053  0.38
56 H -0.854 -3.217 -3.976  0.21
57 H 1.360 -1.846 4.235  0.54
58 H -2.641 -2.769 1.241  0.50
59 H -3.098 -3.944 -3.094  0.46
60 H 2.341 -3.904 -1.459  0.45
61 H 3.625 3.217 0.623  0.56
62 H -3.352 1.523 -2.794  0.30
63 H 5.708 -0.230 4.943  0.37
64 H -1.657 -1.638 2.164  0.32
65 H -0.201 3.048 -5.922  0.42
66 H 2.564 0.513 -4.686  0.54
67 H -4.778 1.529 6.311  0.39
68 H -4.527 1.021 2.073  0.41
69 H -1.185 6.289 -3.339  0.41
70 H -0.514 -6.132 -1.339  0.41
71 H 5.060 2.081 2.076  0.48
72 H 1.255 -2.341 2.545  0.24
73 H -5.885 1.106 4.139  0.40
74 H 0.754 -6.377 -0.145  0.33
75 H -0.104 5.444 -5.388  0.41
76 H 2.413 -0.330 -1.175  -0.09
77 H 3.205 1.934 -0.513  0.21
78 H 3.317 -1.792 -1.612  0.49
79 H -2.351 1.951 6.396  0.41
80 H 5.956 1.463 4.477  0.39
81 H -1.497 -4.440 0.294  0.41
82 H 1.129 -1.567 -4.628  0.20
83 H -1.007 1.859 4.325  0.47
84 H -1.474 1.502 -4.467  0.36
85 H 1.550 2.122 -2.696  0.57
86 H 1.931 2.754 0.419  0.28

***

# C10H17BF6IN2O8PS3

A molecular structure, C10H17BF6IN2O8PS3 in a non-equilibrium geometry (the ωB97M-V functional and the def2-TZVPD basis, the Open Molecules 2025 dataset).

Results
Max |F|: 1.18 eV/A
Net charge: 0
Frontier orbital gap: 0.317 Eh
2S+1: 1

Last column: natural (NBO) charge in e.
Element x y z (Å)
1 I 5.159 -3.055 0.957  0.08
2 S -3.893 -1.628 -1.744  2.24
3 S -3.883 1.080 -1.903  2.24
4 S 2.148 -0.010 4.257  -0.52
5 P 0.999 -0.728 2.913  1.82
6 F -3.855 -2.711 -4.140  -0.31
7 F -4.268 -4.073 -2.505  -0.31
8 F -3.835 1.894 -4.403  -0.31
9 F -5.796 -2.694 -3.182  -0.30
10 F -4.204 3.430 -2.921  -0.31
11 F -5.774 2.031 -3.448  -0.30
12 O -4.646 -1.867 -0.551  -0.91
13 O 1.680 3.274 0.329  -0.72
14 O 0.983 2.438 2.411  -0.89
15 O -0.508 -0.192 2.821  -1.00
16 O 0.777 -2.319 3.074  -1.00
17 O -2.451 1.268 -1.835  -0.99
18 O -2.461 -1.904 -1.654  -1.00
19 O -4.652 1.474 -0.762  -0.92
20 N -0.533 -0.672 -0.194  -0.40
21 N -4.256 -0.321 -2.548  -1.21
22 C 0.259 -1.370 0.496  0.27
23 C 1.247 0.781 0.381  -0.60
24 C 2.954 3.302 -0.310  -0.25
25 C 2.693 -1.385 0.673  -0.44
26 C 1.412 -0.601 1.116  -0.45
27 C -0.146 0.725 -0.318  -0.22
28 C 3.855 -1.484 1.665  -0.27
29 C 4.660 -0.197 1.749  -0.65
30 C -4.467 2.172 -3.265  0.73
31 C -4.497 -2.849 -2.983  0.73
32 B 1.317 2.209 1.110  1.20
33 H 0.092 -2.429 0.654  0.25
34 H 2.868 3.009 -1.361  0.18
35 H 2.402 -2.389 0.359  0.23
36 H 3.319 4.327 -0.277  0.20
37 H 3.555 -1.828 2.650  0.22
38 H -0.949 -0.205 3.683  0.53
39 H -0.009 0.866 -1.390  0.25
40 H 4.046 0.617 2.141  0.23
41 H 1.533 -2.717 3.526  0.53
42 H 1.977 0.806 -0.429  0.24
43 H 3.678 2.654 0.190  0.17
44 H -0.939 1.397 -0.002  0.26
45 H -1.405 -1.033 -0.680  0.50
46 H 3.088 -0.894 -0.219  0.23
47 H 5.032 0.062 0.754  0.21
48 H 0.158 2.067 2.736  0.51
49 H 5.539 -0.327 2.380  0.24

***

Q: Which value of max |F| does entry 3 give?
A: 2.78 eV/A

***

Q: What is the net charge in the fourth record?
A: +1